(1)
10
Properties=species:S:1:pos:R:3:lowdin_charge:R:1 method="wB97M-V/def2-TZVPD" e_tot_ev=-10239.3214 gap_ev=7.14 homo_ev=-10.31 de_lowest_kj_mol=329.23 lumo_energy_ev=-3.169
N 3.223 -0.119 -0.226 0.164
C 1.979 -0.337 -0.182 -0.129
C 0.593 -0.160 -0.151 -0.203
C -0.533 -1.032 0.293 0.096
C -1.658 -0.189 -0.048 -0.305
O -2.957 -0.337 -0.419 0.040
N -1.124 1.159 0.133 0.115
C 0.127 1.176 0.086 -0.116
H -0.338 -2.231 0.672 0.199
H 0.688 2.070 -0.158 0.140

---

(2)
8
Properties=species:S:1:pos:R:3:lowdin_charge:R:1 method="wB97M-V/def2-TZVPD" e_tot_ev=-7258.2703 gap_ev=7.28 homo_ev=-8.48 de_lowest_kj_mol=215.92 lumo_energy_ev=-1.209
C -0.287 1.834 -0.599 0.145
C -0.112 0.761 -0.042 -0.249
C 0.092 -1.604 0.436 -0.135
C -0.007 -0.182 0.918 -0.008
C 0.205 -2.493 -0.584 -0.125
O 0.554 -3.377 -1.215 0.236
H -0.174 2.735 -1.139 0.026
H 0.385 -2.097 1.400 0.111

---

(3)
9
Properties=species:S:1:pos:R:3:lowdin_charge:R:1 method="wB97M-V/def2-TZVPD" e_tot_ev=-18094.6497 gap_ev=7.93 homo_ev=-8.47 de_lowest_kj_mol=227.44 lumo_energy_ev=-0.538
C 0.621 -1.343 0.008 -0.190
C 0.047 -0.368 0.800 -0.107
C 0.655 -0.901 -1.292 -0.556
C 0.167 0.882 0.367 -0.216
C -0.735 1.642 -0.076 -0.361
O -1.584 2.467 0.028 0.135
S 0.590 0.553 -1.777 1.056
H 0.716 -2.409 0.219 0.100
H -0.477 -0.524 1.722 0.139

---

(4)
55
Properties=species:S:1:pos:R:3:lowdin_charge:R:1 method="wB97M-V/def2-TZVPD" e_tot_ev=-41052.9526 gap_ev=9.18 homo_ev=-8.67 de_lowest_kj_mol=133.55 lumo_energy_ev=0.508
N 0.862 -1.554 3.562 0.173
C 2.040 -1.074 3.120 -0.639
N 2.820 -0.457 4.079 0.147
O 2.418 -1.152 1.946 0.015
H 0.635 -1.558 4.535 0.092
H 0.228 -1.941 2.871 0.066
H 2.490 -0.639 5.005 0.082
H 3.774 -0.359 3.775 0.104
N -0.427 2.278 -1.842 0.147
C 0.859 2.692 -1.861 -0.679
N 1.083 3.820 -2.612 0.139
O 1.772 2.144 -1.248 0.016
H -0.552 1.507 -1.176 0.053
H -1.165 2.889 -2.133 0.100
H 0.424 4.124 -3.300 0.083
H 2.050 4.091 -2.621 0.097
N 1.609 4.002 1.398 0.175
C 0.359 3.820 1.860 -0.668
N -0.376 4.943 2.025 0.161
O -0.096 2.698 2.135 -0.008
H 2.032 4.907 1.358 0.097
H 2.079 3.203 0.994 0.102
H -0.126 5.859 1.713 0.094
H -1.245 4.795 2.509 0.106
N -2.681 -3.496 2.322 0.145
C -1.944 -3.084 1.231 -0.637
N -2.653 -3.005 0.100 0.174
O -0.760 -2.738 1.320 -0.014
H -2.234 -3.494 3.220 0.094
H -3.495 -4.064 2.195 0.088
H -3.642 -3.172 0.102 0.100
H -2.286 -2.715 -0.826 0.055
N -1.779 -1.813 -4.540 0.164
C -1.880 -1.304 -3.290 -0.625
N -1.780 0.037 -3.194 0.175
O -2.186 -1.994 -2.303 -0.005
H -1.964 -2.801 -4.590 0.114
H -1.948 -1.204 -5.315 0.096
H -1.986 0.503 -2.333 0.087
H -1.613 0.612 -3.996 0.096
O 3.649 -2.188 -0.385 -0.079
H 4.599 -2.099 -0.259 0.020
H 3.257 -1.772 0.404 -0.016
O -0.155 0.180 0.050 -0.051
H 0.494 0.268 0.771 0.050
H -0.848 -0.388 0.410 0.040
O 1.965 -2.002 -2.874 -0.061
H 1.607 -2.118 -3.762 0.019
H 1.746 -1.094 -2.629 0.028
O 1.181 -3.569 -0.623 -0.075
H 0.632 -2.892 -0.187 0.004
H 0.839 -4.401 -0.283 0.024
O -2.605 2.382 0.685 -0.086
H -3.301 2.218 1.328 0.029
H -1.778 2.172 1.157 -0.007

---

(5)
47
Properties=species:S:1:pos:R:3:lowdin_charge:R:1 method="wB97M-V/def2-TZVPD" e_tot_ev=-29127.3896 gap_ev=8.67 homo_ev=-8.45 de_lowest_kj_mol=181.78 lumo_energy_ev=0.222
C 3.332 1.384 0.043 -0.092
C 2.157 0.774 0.790 -0.220
N 1.262 -0.072 -0.032 -0.203
C 1.673 -0.382 -1.374 -0.108
C -0.178 0.184 0.043 -0.118
C -0.532 0.791 1.390 -0.526
N -0.443 -0.033 2.441 0.213
O -0.938 1.948 1.461 0.027
H 3.984 1.815 0.805 0.078
H 3.209 2.065 -0.797 0.072
H 3.927 0.569 -0.377 0.068
H 2.576 0.090 1.537 0.108
H 1.641 1.486 1.430 0.107
H 1.952 0.527 -1.933 0.081
H 2.549 -1.037 -1.432 0.087
H 0.943 -0.897 -2.001 0.087
H -0.700 -0.762 -0.117 0.101
H -0.612 0.865 -0.695 0.104
H -0.394 0.269 3.408 0.090
H -0.122 -0.973 2.249 0.088
O -2.780 2.271 -0.574 -0.071
H -3.625 2.008 -0.173 0.064
H -2.144 2.214 0.185 0.019
O -2.316 -0.279 -4.186 -0.098
H -2.573 -0.108 -5.097 0.026
H -2.003 0.593 -3.839 -0.013
O -2.848 -1.369 -0.766 -0.060
H -2.895 -1.432 -1.726 0.030
H -3.107 -0.443 -0.613 0.031
O 0.977 4.347 -2.733 -0.057
H 0.729 5.231 -3.040 0.043
H 1.181 3.944 -3.580 0.029
O -1.633 2.129 -3.069 -0.063
H -2.212 2.303 -2.304 0.018
H -0.746 2.174 -2.703 0.031
O 0.438 -3.742 -0.919 -0.042
H -0.281 -3.424 -1.467 0.050
H 0.258 -4.682 -0.791 0.062
O 0.259 -4.149 3.926 -0.074
H 0.697 -4.447 3.116 0.015
H 0.135 -3.246 3.619 -0.003
O 1.109 -2.923 1.582 -0.057
H 1.669 -2.292 1.145 0.026
H 0.463 -3.329 0.997 0.020
O -0.977 0.052 5.479 -0.037
H -1.379 -0.705 5.085 0.022
H -1.678 0.693 5.609 0.050

---

(6)
47
Properties=species:S:1:pos:R:3:lowdin_charge:R:1 method="wB97M-V/def2-TZVPD" e_tot_ev=-29119.5882 gap_ev="10.05 / 5.53" s_squared=0.754 homo_ev="-13.53 / -13.53" total_charge=+1 de_lowest_kj_mol=41.74 spin_multiplicity=2 lumo_energy_ev="-3.479 / -8.007"
N 3.314 0.583 -0.931 0.306
C 2.018 1.097 -0.575 -0.061
C 1.319 0.020 0.252 -0.426
N 0.093 -0.405 -0.046 0.158
C -0.707 -0.023 -1.234 -0.158
C -1.345 -1.269 -1.846 -0.221
C -2.561 -1.750 -1.053 -0.083
O 1.919 -0.448 1.236 0.002
H 3.909 0.328 -0.136 0.164
H 3.289 -0.227 -1.584 0.002
H 1.495 1.347 -1.495 0.122
H 2.121 1.978 0.054 0.149
H -0.287 -1.160 0.517 0.149
H -0.066 0.476 -1.960 0.099
H -1.463 0.687 -0.922 0.099
H -1.660 -1.073 -2.878 0.123
H -0.606 -2.074 -1.910 0.095
H -3.008 -2.625 -1.517 0.084
H -2.286 -2.013 -0.023 0.074
H -3.317 -0.962 -1.010 0.078
H -2.708 3.269 -2.599 0.034
H -1.596 2.979 -1.592 -0.021
O -2.256 2.546 -2.172 -0.082
H 1.960 -2.575 -1.623 -0.016
H 1.715 -3.521 -0.405 -0.009
O 1.568 -3.434 -1.366 -0.079
H 0.951 2.868 2.513 0.053
H -0.509 2.370 2.684 0.019
O 0.074 2.971 2.132 -0.077
H 3.001 -1.296 -3.187 0.133
H 1.752 -0.552 -2.637 0.115
O 2.584 -0.988 -2.389 0.056
H 0.079 -1.704 3.760 0.069
H 0.705 -1.019 2.518 0.023
O -0.138 -1.158 3.010 -0.041
H 2.128 -2.233 1.209 0.002
H 3.030 -3.411 1.572 0.068
O 2.138 -3.207 1.287 -0.042
H -2.283 1.103 3.047 0.025
H -0.944 0.376 3.334 0.011
O -1.412 1.230 3.494 -0.079
H -3.272 0.788 1.031 0.041
H -4.157 0.010 2.027 0.072
O -3.682 0.842 1.903 -0.031
H -0.239 3.235 0.450 0.008
H -0.297 4.491 -0.454 0.069
O -0.363 3.531 -0.485 -0.075

---

Please write out number 1 again, unchanged.
10
Properties=species:S:1:pos:R:3:lowdin_charge:R:1 method="wB97M-V/def2-TZVPD" e_tot_ev=-10239.3214 gap_ev=7.14 homo_ev=-10.31 de_lowest_kj_mol=329.23 lumo_energy_ev=-3.169
N 3.223 -0.119 -0.226 0.164
C 1.979 -0.337 -0.182 -0.129
C 0.593 -0.160 -0.151 -0.203
C -0.533 -1.032 0.293 0.096
C -1.658 -0.189 -0.048 -0.305
O -2.957 -0.337 -0.419 0.040
N -1.124 1.159 0.133 0.115
C 0.127 1.176 0.086 -0.116
H -0.338 -2.231 0.672 0.199
H 0.688 2.070 -0.158 0.140